{
  "formula": "C26H34BrFN11O2SSiV",
  "method": "wB97M-V/def2-TZVPD",
  "spin_multiplicity": 2,
  "homo_lumo_gap_ev": [5.80, 6.37],
  "s_squared": 0.768,
  "total_charge": 1,
  "energy_ha": -6069.48424,
  "e_homo_ev": [-9.5, -9.5],
  "symbols": ["V", "N", "C", "S", "N", "N", "C", "C", "C", "C", "C", "C", "C", "O", "H", "H", "H", "H", "H", "H", "H", "C", "Si", "C", "C", "N", "C", "C", "C", "C", "C", "C", "F", "H", "H", "H", "H", "H", "H", "H", "H", "H", "H", "H", "H", "H", "Br", "C", "C", "C", "N", "C", "C", "H", "H", "H", "H", "N", "C", "N", "N", "C", "N", "H", "H", "H", "H", "C", "N", "C", "N", "O", "H", "H", "H", "H", "H", "H"],
  "xyz": [[-0.67412, 0.64819, 0.19698], [-2.66541, 2.85931, 3.85719], [-2.70950, 2.54926, 2.52791], [-2.74837, 3.82822, 1.39467], [-2.79358, 1.25633, 2.29568], [-2.57471, 0.78940, 1.04432], [-3.54738, 0.11514, 0.52821], [-3.58418, -0.47678, -0.79515], [-4.75459, -1.10025, -1.23337], [-4.87973, -1.53296, -2.53846], [-3.83563, -1.32885, -3.43701], [-2.66283, -0.72372, -3.02419], [-2.53117, -0.33462, -1.70394], [-1.38965, 0.22492, -1.22775], [-2.93027, 3.79655, 4.10733], [-2.85727, 2.12077, 4.51349], [-4.45473, 0.06097, 1.12308], [-5.57138, -1.22776, -0.53411], [-5.79387, -2.00864, -2.86490], [-3.93564, -1.63989, -4.46800], [-1.84760, -0.55877, -3.71301], [3.30619, -0.67648, -1.56426], [2.39169, 0.87525, -1.04009], [1.42029, 1.63462, -2.44323], [3.65053, 2.15377, -0.48489], [1.29394, 0.54983, 0.31757], [1.83583, 0.25431, 1.55387], [3.10252, -0.29519, 1.81346], [3.54881, -0.48061, 3.11587], [2.75926, -0.14584, 4.21079], [1.48489, 0.37336, 3.99186], [1.08470, 0.54181, 2.69148], [-0.14925, 1.07628, 2.42654], [3.24086, -0.83000, -2.64175], [2.88943, -1.56206, -1.08500], [4.36576, -0.60460, -1.30722], [1.17705, 2.67593, -2.23298], [0.49110, 1.10247, -2.65434], [2.03268, 1.62105, -3.34847], [4.54797, 2.08069, -1.10410], [3.96011, 2.03029, 0.55340], [3.25675, 3.16614, -0.59961], [3.73766, -0.57422, 0.98317], [4.54085, -0.88115, 3.27900], [3.13177, -0.27559, 5.21721], [0.82744, 0.66331, 4.80080], [-0.38275, -5.00686, -5.92754], [-0.03224, -3.70369, -4.61378], [-0.14640, -4.02083, -3.27241], [0.08620, -3.01125, -2.35044], [0.41485, -1.76572, -2.68147], [0.54975, -1.49664, -3.97896], [0.33479, -2.42204, -4.98752], [-0.40563, -5.02067, -2.95567], [-0.00941, -3.21429, -1.28866], [0.84436, -0.48295, -4.23195], [0.44416, -2.15272, -6.02821], [1.18803, -2.98651, 3.55802], [0.39687, -3.79861, 2.85344], [0.35608, -5.09780, 3.16362], [-0.36460, -3.39697, 1.85521], [-0.47997, -2.21535, 1.38661], [-0.67459, -1.20190, 0.85248], [1.80501, -3.34811, 4.26403], [1.30838, -2.01890, 3.29444], [0.86461, -5.47654, 3.94164], [-0.27503, -5.69553, 2.65961], [0.88721, 4.10784, 1.70986], [0.25234, 4.58834, 0.49113], [-0.49629, 3.77374, -0.25501], [-1.15086, 4.27373, -1.32387], [-0.50604, 2.54024, -0.03522], [1.42045, 3.18475, 1.49544], [0.14512, 3.92919, 2.49081], [1.60096, 4.85665, 2.04307], [0.07511, 5.57682, 0.42074], [-1.39160, 5.25110, -1.32820], [-1.84609, 3.66131, -1.71931]],
  "forces_ev_per_a": [[1.6713, 1.4325, 2.2854], [0.1054, 0.1362, 0.0835], [-0.1166, 0.2315, -0.2606], [-0.5047, -0.0091, 0.3734], [0.1885, -0.3939, 0.7331], [-0.3446, 0.0402, -0.6709], [-0.0210, 0.1561, 0.0133], [0.0950, -0.0038, 0.0620], [-0.0419, 0.0024, 0.0134], [0.0374, -0.0058, -0.0298], [-0.0943, 0.0099, 0.0597], [0.2973, 0.0473, -0.1374], [-0.3154, -0.0906, 0.4106], [-1.0351, -0.3708, -2.5627], [-0.0279, -0.0582, -0.0142], [-0.0527, -0.0320, -0.0102], [-0.0048, -0.0019, 0.0051], [-0.0157, 0.0320, -0.0114], [0.0067, -0.0120, -0.0047], [-0.0037, -0.0101, -0.0022], [0.0033, -0.0160, 0.0131], [-0.0139, -0.0308, 0.0400], [0.0831, 0.2407, -0.0456], [-0.1276, -0.1237, 0.0118], [-0.0474, 0.0053, -0.0273], [-0.3465, -0.1294, -0.0584], [0.0925, -0.0449, -0.0223], [-0.0231, -0.0304, -0.0689], [0.0080, 0.0465, 0.0601], [0.0196, -0.0147, -0.0818], [0.0477, 0.0395, 0.0568], [0.0008, 0.0287, 0.0497], [-0.1005, -0.0678, -0.1664], [-0.0166, 0.0072, -0.0212], [-0.0103, -0.0574, -0.0293], [-0.0097, -0.0232, 0.0142], [-0.0143, 0.0269, 0.0130], [0.0483, 0.0042, -0.0183], [0.0265, -0.0114, 0.0106], [-0.0012, 0.0219, -0.0066], [0.0283, -0.0242, 0.0259], [-0.0332, -0.0036, 0.0349], [0.0214, 0.0241, 0.0419], [-0.0007, -0.0215, -0.0218], [-0.0236, 0.0115, 0.0136], [-0.0138, -0.0091, -0.0136], [0.0240, -0.0037, 0.0063], [-0.0134, -0.0188, -0.0382], [0.0039, -0.0116, 0.0023], [-0.0583, 0.0649, 0.0216], [0.1729, 0.0054, -0.0095], [0.0711, -0.0426, 0.0119], [-0.0385, -0.0163, -0.0098], [-0.0376, 0.0149, 0.0206], [0.0004, -0.0309, -0.0051], [-0.0203, -0.0207, -0.0155], [0.0129, 0.0172, 0.0046], [0.0230, -0.0722, -0.0205], [0.1396, 0.2279, 0.0716], [0.0193, -0.0296, 0.0463], [-0.3257, -0.4311, -0.2163], [0.0634, 0.1786, -0.0378], [0.0495, -0.9358, 0.5346], [0.0137, 0.0359, 0.0122], [-0.0145, 0.0175, 0.0082], [0.0052, 0.0020, -0.0023], [-0.0200, 0.0431, -0.0203], [-0.0726, 0.0290, -0.0038], [0.1731, -0.0397, -0.0043], [-0.1200, 0.0529, 0.0668], [0.0851, -0.0196, -0.1675], [0.4472, 0.0434, -0.4221], [0.0385, -0.0035, -0.0074], [-0.0456, -0.0099, -0.0186], [0.0049, -0.0006, -0.0044], [0.0094, -0.0323, -0.0287], [0.0322, 0.0138, -0.0206], [-0.0431, 0.0242, 0.1058]]
}


{
  "formula": "C3H8O3",
  "method": "wB97M-V/def2-TZVPD",
  "spin_multiplicity": 2,
  "homo_lumo_gap_ev": [8.19, 4.47],
  "s_squared": 0.757,
  "total_charge": 1,
  "energy_ha": -344.40567,
  "e_homo_ev": [-14.9, -14.9],
  "symbols": ["O", "C", "C", "C", "O", "H", "H", "H", "H", "H", "H", "H", "H", "O"],
  "xyz": [[-0.22906, 1.62629, -0.20182], [-0.72406, 0.76719, 0.46704], [-0.01681, -0.10606, 1.44619], [0.54407, -1.49266, 1.00236], [1.71331, -1.40077, 0.20422], [-1.82290, 0.61187, 0.39352], [-0.78217, -0.40193, 2.17653], [0.75082, 0.40295, 2.02300], [-0.31205, -2.01848, 0.58493], [0.86828, -1.99996, 1.89749], [1.37459, -1.03760, -0.62723], [0.12656, 1.18182, -3.30881], [-0.90242, 2.03626, -2.58948], [-0.58815, 1.83107, -3.46793]],
  "forces_ev_per_a": [[-0.0414, -0.1862, 0.1463], [0.2951, -0.0490, -0.1743], [0.0886, -0.7435, 2.2178], [0.6813, 0.1950, -1.0508], [-1.8811, 0.4861, 0.0838], [-0.1121, 0.1003, -0.2335], [-0.1157, 0.2868, -0.1334], [0.1810, 0.5985, -0.4748], [0.3023, -0.4588, -0.4709], [-0.1910, 0.0521, 0.5631], [0.7843, -0.3366, -0.3636], [-0.4571, 0.5362, -0.4193], [-0.2395, 0.3433, 0.1570], [0.7054, -0.8242, 0.1526]]
}


{
  "formula": "C2H3O2P",
  "method": "wB97M-V/def2-TZVPD",
  "smiles": "O=C1O[C@@H]1P",
  "homo_lumo_gap_ev": 10.66,
  "energy_ha": -569.74920,
  "e_homo_ev": -10.1,
  "symbols": ["C", "C", "O", "O", "P", "H", "H", "H"],
  "xyz": [[-0.74097, 1.37299, -0.38801], [-0.18141, 1.71501, -1.73122], [0.01429, 2.65108, -0.86578], [0.06625, 1.30790, -2.82420], [-0.05541, 0.37715, 0.93294], [-1.81338, 1.69549, -0.17393], [-0.32087, 1.29724, 1.93109], [-1.29719, -0.26673, 0.66775]],
  "forces_ev_per_a": [[-1.6839, 2.4549, -0.9495], [-0.3551, -2.4601, 0.1696], [0.4512, 0.6916, 0.0278], [-0.0738, 1.0665, 0.5378], [0.9834, -1.1598, -0.9679], [1.4657, -0.4296, -0.6386], [-0.8229, 0.1993, 0.6393], [0.0353, -0.3627, 1.1815]]
}


{
  "formula": "CHFN2OS",
  "method": "wB97M-V/def2-TZVPD",
  "homo_lumo_gap_ev": 10.69,
  "energy_ha": -721.46047,
  "e_homo_ev": -10.6,
  "symbols": ["C", "N", "N", "O", "F", "S", "H"],
  "xyz": [[-0.96547, -0.20010, -0.29795], [0.16918, -0.08011, 0.09170], [-2.08775, -0.18041, -0.71116], [2.55159, 0.15290, -0.38035], [1.48231, 0.36636, 1.91523], [1.51654, 0.86229, 0.31160], [-2.66639, -0.92094, -0.92907]],
  "forces_ev_per_a": [[0.8434, 0.7917, -0.1262], [-0.0014, 0.1165, -0.1806], [0.3482, 1.1856, 0.3566], [0.2216, 0.4765, 0.4437], [0.8602, 0.7436, -0.9736], [-0.9464, -1.7719, 1.0141], [-1.3255, -1.5420, -0.5341]]
}


{
  "formula": "C20H34N6O2",
  "method": "wB97M-V/def2-TZVPD",
  "smiles": "CC1=CC[C@H](C(=O)N(C)CC[C@H](C)NC(=O)c2cn(CCN(C)C)nn2)CC1",
  "homo_lumo_gap_ev": 9.26,
  "energy_ha": -1261.47572,
  "e_homo_ev": -8.9,
  "symbols": ["C", "C", "C", "C", "C", "C", "O", "N", "C", "C", "C", "C", "C", "N", "C", "O", "C", "C", "N", "C", "C", "N", "C", "C", "N", "N", "C", "C", "H", "H", "H", "H", "H", "H", "H", "H", "H", "H", "H", "H", "H", "H", "H", "H", "H", "H", "H", "H", "H", "H", "H", "H", "H", "H", "H", "H", "H", "H", "H", "H", "H", "H"],
  "xyz": [[-3.86148, 5.46928, 4.24058], [-3.75232, 3.97027, 4.03234], [-4.44130, 3.33874, 3.05727], [-4.33497, 1.85129, 2.72894], [-3.14838, 1.18262, 3.48184], [-3.34350, -0.36062, 3.46770], [-3.98962, -0.87713, 4.38038], [-2.81485, -1.11016, 2.46095], [-3.05910, -2.55989, 2.38410], [-2.06761, -0.56855, 1.31415], [-0.53222, -0.39016, 1.47279], [0.21262, -1.18848, 2.58202], [0.28572, -0.43264, 3.91716], [1.57747, -1.51318, 2.17759], [1.90911, -2.44717, 1.26990], [1.07015, -3.12746, 0.68226], [3.33136, -2.56938, 1.02330], [4.31175, -1.58954, 1.23335], [5.48246, -2.13445, 0.77680], [6.83551, -1.58741, 0.78811], [6.89989, -0.13611, 0.25641], [6.34177, 0.86054, 1.18291], [6.16462, 2.14069, 0.49559], [7.17352, 1.06082, 2.37315], [5.27280, -3.36915, 0.32363], [3.91964, -3.61886, 0.45677], [-3.03243, 1.71319, 4.93579], [-2.74309, 3.23014, 4.90823], [-2.88199, 5.93930, 4.14895], [-4.52554, 5.93734, 3.51276], [-4.25788, 5.68185, 5.23390], [-5.12130, 3.93121, 2.46108], [-5.28095, 1.42438, 3.07181], [-4.29427, 1.66132, 1.65617], [-2.20424, 1.37592, 2.97750], [-3.50526, -2.96770, 3.29347], [-3.73824, -2.78210, 1.56046], [-2.13693, -3.11208, 2.20369], [-2.23074, -1.23272, 0.46204], [-2.50537, 0.37724, 0.99246], [-0.09429, -0.59836, 0.49515], [-0.32409, 0.66861, 1.62733], [-0.30946, -2.13004, 2.77101], [-0.70646, -0.18965, 4.28624], [0.76616, -1.03176, 4.69172], [0.81895, 0.51346, 3.81963], [2.32636, -1.12548, 2.72381], [4.28683, -0.58319, 1.62702], [7.21733, -1.67703, 1.80263], [7.47171, -2.22416, 0.17117], [7.93619, 0.12025, 0.02309], [6.37071, -0.10219, -0.69993], [5.71069, 2.88073, 1.15752], [7.11152, 2.54841, 0.13514], [5.49707, 2.03375, -0.36166], [6.74509, 1.82771, 3.02149], [7.24296, 0.15546, 2.97607], [8.18772, 1.37283, 2.11526], [-3.97348, 1.58431, 5.47622], [-2.20604, 1.24700, 5.47442], [-1.73500, 3.41884, 4.53641], [-2.74921, 3.63909, 5.91983]],
  "forces_ev_per_a": [[-0.2113, -0.5319, -0.0711], [0.0193, -0.2821, -0.7772], [1.0049, 0.0970, 0.6259], [0.1393, 0.5744, 1.0265], [-0.2758, -0.8274, 0.0506], [-0.6486, 0.0850, 1.0619], [0.3500, 0.2044, -0.5788], [0.4753, -0.2280, -0.5540], [-0.1941, 0.0012, 0.2835], [0.0755, -0.1252, 0.1221], [0.0834, 0.2187, 0.1369], [-0.3733, -0.0300, 0.0028], [-0.1433, -0.0886, -0.2179], [-0.0363, 0.7271, 0.5832], [-1.9649, -1.0654, -0.6371], [0.4656, 0.5073, 0.3612], [2.6633, 1.3162, -0.1802], [0.5085, -0.2441, -0.1227], [-1.5777, -0.0918, 0.2904], [0.1199, 0.6234, -0.1099], [-0.2075, -0.2411, 0.5805], [-0.1544, 0.1198, -0.0615], [-0.2788, -0.1755, 0.0152], [-0.2239, -0.2255, -0.1027], [-3.1115, -0.2572, 0.2258], [3.1272, -0.5171, -0.5634], [0.0461, 0.8507, -0.5754], [-0.6694, -0.1940, -0.5053], [0.0766, 0.0227, 0.0942], [0.0078, -0.0953, -0.0200], [0.0949, 0.0883, 0.1088], [-0.1438, 0.0012, -0.1304], [0.0634, -0.3913, 0.0204], [0.1397, 0.1609, -0.0599], [0.0905, 0.4137, -0.1873], [0.0726, 0.4874, -0.0180], [-0.0473, 0.0639, -0.0975], [0.1308, 0.1897, -0.0817], [-0.1177, -0.1859, 0.2687], [0.0328, 0.0674, 0.1818], [0.0770, -0.2812, 0.1249], [0.0606, 0.1745, 0.2271], [0.0261, 0.0187, -0.1606], [-0.1863, -0.0534, -0.0761], [0.0819, -0.0553, -0.0795], [0.1428, 0.0433, -0.1173], [-0.0276, 0.1100, 0.0752], [0.0563, -0.1147, -0.1123], [0.0532, 0.1820, 0.0900], [-0.3483, -0.0614, -0.0680], [0.3752, -0.1404, 0.0212], [-0.1763, 0.0752, 0.1860], [0.0722, -0.1422, 0.0977], [0.2685, 0.1071, -0.0840], [0.0466, -0.1449, 0.0346], [-0.1091, -0.0181, -0.1944], [-0.0306, -0.0760, -0.1064], [0.2863, 0.0859, -0.0935], [0.1693, -0.3991, -0.0722], [-0.2426, -0.3675, -0.0050], [0.1517, 0.0482, -0.1579], [-0.1548, -0.0138, 0.0820]]
}